A cluster of 2 separate species, C5H14NO in total, computed with the ωB97M-V functional and the def2-TZVPD basis.

Atoms and positions in Å:
1 C 0.16301 -0.63641 -1.13109
2 C 1.08784 0.53217 -1.37535
3 C 1.20846 1.52775 -0.14229
4 C 1.76913 0.16487 1.79130
5 C 0.75693 0.87412 1.20772
6 N -1.19792 -0.19100 -0.71742
7 H 0.46259 -1.33696 -0.39582
8 H 0.04496 -1.15215 -2.09467
9 H 2.02383 -0.00739 -1.38235
10 H 0.62041 1.16053 -2.21404
11 H 0.64034 2.48158 -0.46680
12 H 2.28164 1.81197 -0.09678
13 H 2.59007 -0.24720 1.17331
14 H 1.84407 0.00776 2.86624
15 H -0.21326 1.04803 1.72459
16 H -1.66884 0.46578 -1.42248
17 H -1.92665 -1.02308 -0.78238
18 H -1.19996 0.21286 0.22320
19 H -3.66641 -1.95580 0.41554
20 H -2.80973 -2.12088 1.85737
21 O -2.81052 -1.61654 0.96222

## Properties
energy	-8941.082	eV
HOMO-LUMO gap	9.54	eV
ΔE to the lowest compared entry with this formula, charge and spin	282.3	kJ/mol
net charge	+1

=====

The molecule C6H10O2, computed with the ωB97M-V functional and the def2-TZVPD basis.

Atoms and positions in Å:
1 C 0.10698 0.25337 -2.36936
2 C 0.75123 0.14854 -1.11945
3 C 0.27023 0.00148 0.17525
4 C 0.29617 1.30119 0.90123
5 C 1.06265 -1.11129 0.87233
6 O 2.12162 -0.99811 1.47960
7 C -1.11126 -0.77132 0.17725
8 O -1.78764 -0.82429 1.46318
9 H -0.88340 -0.34142 -2.38931
10 H 0.65113 0.69537 -3.25547
11 H 1.72601 0.71110 -1.18420
12 H 0.13306 0.93062 1.94371
13 H 1.08478 2.08493 0.77629
14 H -0.45314 2.04810 0.72357
15 H 0.54019 -2.08983 0.75453
16 H -0.98384 -1.93117 -0.18253
17 H -1.73247 -0.10640 -0.62747
18 H -1.79230 -0.00087 1.86085

## Properties
energy	-10475.361	eV
HOMO-LUMO gap	10.01	eV
SMILES	C=C[C@](C)(C=O)CO
ΔE to the lowest compared entry with this formula, charge and spin	367.5	kJ/mol

=====

A cluster of 7 separate species, C24H36FO12 in total, computed with the ωB97M-V functional and the def2-TZVPD basis.

Atoms and positions in Å:
1 F 0.18217 0.54101 -0.28609
2 O 6.33510 2.08787 -0.24339
3 C 5.31222 1.46322 -0.00363
4 O 4.14914 1.93338 -0.40101
5 C 3.07432 1.01723 -0.16301
6 C 3.70966 -0.24801 0.48850
7 C 5.21616 0.03329 0.45189
8 H 2.77375 0.73720 -1.17264
9 H 2.29391 1.51751 0.41037
10 H 3.54943 -1.25189 0.09524
11 H 3.43448 -0.26760 1.54302
12 H 5.71819 -0.61684 -0.26463
13 H 5.63740 0.00369 1.45677
14 O -4.66994 1.90090 1.48755
15 C -4.06195 0.94896 0.97236
16 O -3.91949 -0.23532 1.54616
17 C -3.21910 -1.16193 0.66295
18 C -3.54792 -0.58541 -0.71261
19 C -3.54810 0.92134 -0.40718
20 H -3.31454 -2.24281 0.76626
21 H -2.17398 -0.98944 0.92002
22 H -4.54029 -0.91651 -1.01867
23 H -2.84420 -0.92343 -1.47328
24 H -4.08588 1.52908 -1.13488
25 H -2.54630 1.31847 -0.24355
26 O 2.42081 -2.09726 3.51975
27 C 1.44247 -1.31422 3.42224
28 O 1.65052 -0.03027 3.42263
29 C 0.38936 0.65565 3.10763
30 C -0.67417 -0.31308 3.50605
31 C -0.03177 -1.63078 3.36400
32 H 0.35491 0.85812 2.03715
33 H 0.23986 1.57932 3.66672
34 H -1.53482 -0.15130 2.85705
35 H -0.94888 -0.14439 4.54729
36 H -0.16400 -2.00015 2.34705
37 H -0.33060 -2.34406 4.13214
38 O -0.87268 6.90731 0.92338
39 C -0.77606 5.73179 1.20972
40 O -0.27218 4.91921 0.30600
41 C -0.38239 3.54839 0.77672
42 C -1.39236 3.62608 1.91314
43 C -1.25086 5.05101 2.43716
44 H 0.56215 3.14849 1.14555
45 H -0.76180 2.93848 -0.04313
46 H -1.30262 2.90689 2.72728
47 H -2.38344 3.48082 1.48330
48 H -0.51838 5.12823 3.24067
49 H -2.21566 5.40225 2.80305
50 O 2.28361 -2.37254 -2.01983
51 C 1.35020 -2.95931 -1.45900
52 O 0.50166 -3.84358 -2.08717
53 C -0.43302 -4.42147 -1.24765
54 C -0.31715 -3.62025 0.02021
55 C 1.05062 -2.93043 0.02166
56 H -0.23272 -5.49281 -1.23310
57 H -1.36087 -4.35914 -1.81626
58 H -0.39229 -4.14549 0.97235
59 H -1.10162 -2.86449 0.05943
60 H 1.75699 -3.43445 0.68130
61 H 1.10517 -1.88422 0.32262
62 O 0.34345 0.43714 -6.71104
63 C 0.11812 -0.09576 -5.63561
64 O 0.06891 0.59931 -4.48075
65 C -0.30953 -0.20923 -3.41947
66 C -0.98879 -1.39141 -4.07500
67 C -0.21776 -1.57003 -5.35317
68 H -0.91215 0.27256 -2.64952
69 H 0.61121 -0.56709 -2.95873
70 H -2.01118 -1.04827 -4.23338
71 H -1.04651 -2.30479 -3.48296
72 H -0.74208 -2.05990 -6.17367
73 H 0.71406 -2.10520 -5.17040

## Properties
energy	-52761.494	eV
HOMO-LUMO gap	8.57	eV
net charge	-1

=====

A cluster of 4 separate species, C21H27B2F24N2O6 in total, computed with the ωB97M-V functional and the def2-TZVPD basis.

Atoms and positions in Å:
1 C 5.76883 1.34352 -1.85286
2 N 4.45075 1.10041 -2.55354
3 C 4.60475 0.31298 -3.83734
4 B 3.38540 0.53185 -1.63474
5 O 3.71757 -0.13772 -0.32822
6 C 1.77562 0.65433 -1.98309
7 B 1.13945 -0.80075 -1.53233
8 O 0.26512 -0.91456 -0.31149
9 O 1.38855 -2.02116 -2.32870
10 C 1.28752 2.00748 -1.17921
11 C 1.13501 3.08328 -2.41645
12 C 0.91820 2.17726 -3.77168
13 N 1.32571 0.89464 -3.40706
14 H 6.11971 0.48289 -1.14097
15 H 6.59345 1.40906 -2.71368
16 H 5.78932 2.41807 -1.33458
17 H 5.55834 -0.39678 -3.82295
18 H 3.65452 -0.30741 -4.13895
19 H 4.77961 1.12181 -4.69789
20 H 3.81711 0.65958 0.30372
21 H 0.58569 -0.26868 0.39237
22 H 1.93566 -1.82925 -3.14713
23 H 0.21541 1.73016 -0.78172
24 H 2.09062 2.35304 -0.39599
25 H 2.24749 3.50329 -2.50394
26 H 0.44916 4.02332 -2.25693
27 H 0.50703 2.57592 -4.79588
28 H 1.21009 0.23164 -4.22497
29 C -2.14664 -3.52247 -0.05650
30 C -3.08554 -2.67232 0.81319
31 C -3.93101 -3.46184 1.80563
32 F -4.75869 -4.33873 1.19383
33 F -4.72866 -2.62676 2.52477
34 F -3.85984 -1.89688 0.00813
35 F -2.29996 -1.80005 1.52102
36 O -2.61786 -3.83785 -1.36955
37 C -3.47425 -4.97572 -1.45447
38 C -4.89156 -4.61995 -1.91755
39 F -5.48747 -3.73646 -1.07699
40 F -5.68870 -5.71969 -1.94834
41 F -3.45558 -5.63795 -0.27339
42 F -2.89087 -5.80929 -2.35787
43 H -1.25108 -2.91377 -0.23137
44 H -1.77409 -4.40918 0.47031
45 H -3.30392 -4.00990 2.51446
46 H -4.87689 -4.17648 -2.91701
47 C 2.90297 -0.31846 5.29990
48 C 2.59808 -1.73294 5.81653
49 C 3.82133 -2.61913 6.02011
50 F 4.50041 -2.83164 4.87034
51 F 3.45188 -3.84716 6.47423
52 F 1.68942 -2.32238 4.99443
53 F 1.96636 -1.59340 7.02502
54 O 2.74848 -0.11505 3.89264
55 C 3.87344 -0.48112 3.09523
56 C 3.57052 -1.63658 2.13455
57 F 3.17544 -2.75194 2.79945
58 F 4.67330 -1.98406 1.42115
59 F 4.93149 -0.72993 3.90297
60 F 4.20047 0.63302 2.38598
61 H 2.15399 0.34387 5.75098
62 H 3.86211 0.06545 5.66767
63 H 4.50641 -2.18830 6.75571
64 H 2.77737 -1.36424 1.43272
65 C -3.74536 2.42704 -0.70358
66 C -3.21668 3.29331 0.44998
67 C -4.28399 4.07598 1.20588
68 F -4.93761 4.95410 0.41219
69 F -3.72146 4.81206 2.20214
70 F -2.23882 4.11340 -0.01928
71 F -2.59764 2.45052 1.33626
72 O -3.64406 2.99243 -2.01342
73 C -4.70924 3.86522 -2.38625
74 C -4.24343 5.30743 -2.61613
75 F -3.67020 5.83324 -1.50386
76 F -5.28845 6.11690 -2.92997
77 F -5.70427 3.77130 -1.47251
78 F -5.21569 3.35575 -3.54178
79 H -3.10249 1.53922 -0.74365
80 H -4.74738 2.02839 -0.50452
81 H -5.01751 3.40694 1.66457
82 H -3.51225 5.35780 -3.42770

## Properties
energy	-104045.220	eV
HOMO-LUMO gap	7.90	eV
net charge	+1

=====

A cluster of 11 separate species, C25H75N9O11 in total, computed with the ωB97M-V functional and the def2-TZVPD basis.

Atoms and positions in Å:
1 C 3.89921 0.74610 5.68139
2 O 5.05978 0.82153 4.87142
3 C 5.18362 2.07295 4.04786
4 C 6.36701 2.17189 2.96134
5 C 6.39716 3.47218 2.23933
6 N 6.36255 1.14044 2.03634
7 H 3.80570 1.40941 6.54126
8 H 3.87789 -0.27104 6.07264
9 H 2.89546 0.74910 5.25644
10 H 4.19198 2.07350 3.59539
11 H 5.43200 2.80513 4.81618
12 H 7.26804 2.00630 3.55194
13 H 6.18625 4.17813 3.04260
14 H 5.58023 3.53816 1.52072
15 H 7.32322 3.69960 1.71132
16 H 5.66015 1.24716 1.31848
17 H 6.02948 0.30223 2.49084
18 C 4.08834 -9.00821 -1.37121
19 O 3.29121 -8.19103 -2.32779
20 C 4.13585 -7.68501 -3.28766
21 C 3.30121 -7.11514 -4.41373
22 C 2.74231 -8.34916 -5.18740
23 N 4.17703 -6.35859 -5.34550
24 H 4.76817 -8.56292 -0.64484
25 H 4.62583 -9.65422 -2.06537
26 H 3.35940 -9.63969 -0.86326
27 H 4.80552 -6.95126 -2.83905
28 H 4.78697 -8.42381 -3.75491
29 H 2.55093 -6.46571 -3.96272
30 H 2.11450 -9.01124 -4.59106
31 H 3.61582 -8.94938 -5.44198
32 H 2.34319 -8.32829 -6.20148
33 H 4.66083 -6.95553 -6.00101
34 H 4.78653 -5.75652 -4.81060
35 C -5.70464 4.95772 1.38013
36 O -6.07793 6.25343 0.97308
37 C -6.38721 7.17761 2.07626
38 C -6.79490 8.57584 1.57023
39 C -7.66842 9.33625 2.62616
40 N -7.41498 8.56823 0.26973
41 H -4.90864 5.06139 2.11752
42 H -5.24556 4.30834 0.63472
43 H -6.48714 4.29352 1.74704
44 H -7.21343 6.77395 2.66153
45 H -5.52827 7.23209 2.74510
46 H -5.84881 9.04750 1.30458
47 H -7.82398 10.35266 2.26448
48 H -7.12971 9.36490 3.57330
49 H -8.54716 8.72684 2.83715
50 H -8.32870 8.15416 0.38706
51 H -6.89980 7.90281 -0.28875
52 N -2.22882 6.18354 -3.63043
53 C -1.03075 6.54803 -3.55314
54 N -0.54954 6.82879 -4.72088
55 O -0.39959 6.63526 -2.52794
56 H -2.62844 6.00617 -4.54089
57 H -2.72333 5.79836 -2.83847
58 H 0.42364 7.09670 -4.75604
59 H -1.07435 6.57499 -5.54566
60 N -3.73436 -7.56406 -3.04515
61 C -4.21485 -8.72458 -3.28623
62 N -5.39456 -8.72094 -3.73987
63 O -3.65690 -9.71449 -2.89049
64 H -2.85769 -7.44610 -2.55767
65 H -4.23065 -6.74416 -3.36385
66 H -6.01555 -7.95789 -3.96846
67 H -5.95355 -9.55840 -3.66071
68 N 0.55436 -0.63221 -0.53226
69 C 0.40602 0.30517 0.33028
70 N 1.05960 1.33533 -0.04053
71 O -0.24584 0.28809 1.37414
72 H 0.18164 -1.56677 -0.44422
73 H 0.89900 -0.29604 -1.42013
74 H 0.92043 2.13621 0.55890
75 H 1.77460 1.27995 -0.75173
76 C -0.93318 -8.92289 3.46053
77 C -0.33529 -7.55172 3.07722
78 O -0.57480 -7.36735 1.64214
79 H -0.58687 -9.38547 4.38476
80 H -0.66032 -9.55764 2.61748
81 H -2.01818 -8.83540 3.51739
82 H 0.72022 -7.33354 3.23965
83 H -0.90583 -6.85812 3.69487
84 H 0.08044 -7.84258 1.12599
85 C -1.74087 -1.10031 -6.10193
86 C -2.52937 0.10685 -5.99091
87 O -2.49179 0.76621 -7.26480
88 H -0.79794 -0.85033 -6.58826
89 H -2.26840 -1.85538 -6.68472
90 H -1.40046 -1.60177 -5.19596
91 H -1.95226 0.61053 -5.21545
92 H -3.57016 -0.09979 -5.74158
93 H -2.59889 0.04361 -7.88770
94 C -3.67963 -1.22278 7.47220
95 C -4.27216 0.09610 7.95778
96 O -5.42970 -0.27896 8.65291
97 H -4.30759 -1.73642 6.74424
98 H -3.56260 -1.91262 8.30797
99 H -2.73850 -1.21812 6.92234
100 H -4.68181 0.72363 7.16627
101 H -3.61614 0.60783 8.66196
102 H -5.06700 -0.36178 9.53790
103 C 6.04660 1.00348 -6.64362
104 C 4.89064 1.59026 -5.86571
105 O 4.81705 0.91700 -4.59719
106 H 6.89373 0.66775 -6.04550
107 H 6.51727 1.63249 -7.39921
108 H 5.71593 0.03660 -7.02296
109 H 3.98182 1.38095 -6.42991
110 H 5.02282 2.63472 -5.58336
111 H 5.57572 0.35289 -4.43051
112 C 1.14406 6.38584 5.76282
113 C 1.64299 7.24613 4.61975
114 O 0.49785 7.74528 3.88635
115 H 0.39253 5.63090 5.53182
116 H 0.72116 7.03348 6.53081
117 H 1.97553 5.99221 6.34745
118 H 2.17406 6.52692 3.99622
119 H 2.41918 7.99444 4.77991
120 H 0.54553 7.23160 3.07674

## Properties
energy	-63068.044	eV
HOMO-LUMO gap	9.14	eV
SMILES	COC[C@H](C)N.COC[C@H](C)N.COC[C@H](C)N.NC(N)=O.NC(N)=O.NC(N)=O.CCO.CCO.CCO.CCO.CCO
ΔE to the lowest compared entry with this formula, charge and spin	734.9	kJ/mol

=====

A cluster of 3 separate species, C6H6N3O4 in total, computed with the ωB97M-V functional and the def2-TZVPD basis.

Atoms and positions in Å:
1 C 1.52231 -1.66278 0.79868
2 C 2.47446 -0.70664 0.12856
3 C 0.30245 -1.08798 0.72135
4 C -0.67037 2.23057 2.50773
5 C -0.68840 -0.82908 -2.91612
6 C -0.44845 0.96452 -0.52604
7 N 1.78490 0.29595 -0.40634
8 N 0.48640 0.12345 0.00631
9 N -1.68088 0.95143 0.10206
10 O -0.49299 1.62519 3.47870
11 O -0.68638 3.13790 1.78211
12 O -1.70643 0.81800 1.34423
13 O -2.68839 1.30291 -0.52864
14 H 1.65269 -2.55905 1.48337
15 H 3.48389 -0.79924 -0.23079
16 H -0.62734 -1.43355 1.11704
17 H -1.15363 -0.02856 -3.55179
18 H -1.16546 -1.12225 -2.04067
19 H 0.30160 -1.22079 -3.26975

## Properties
energy	-18973.477	eV
HOMO-LUMO gap (alpha / beta)	6.74 / 7.91	eV
ΔE to the lowest compared entry with this formula, charge and spin	415.6	kJ/mol
net charge	-1

=====

Largest force on an atom (eV/Å)
4.2 8.7 4.8 6.0 8.3 3.3